[1]
Molecular formula: C38H25F9N2O2PPt
Method: DFT, ωB97M-V/def2-TZVPD

Computed properties:
charge = +3
highest occupied orbital energy (spin up / spin down) = -17.22 / -17.48 eV
spin multiplicity = 5
⟨S²⟩ = 6.128
gap between HOMO and LUMO (spin up / spin down) = 6.260 / 4.351 eV

Cartesian coordinates (Å):
Pt: -0.073403 -1.528030 -1.151234
C: 1.931889 -3.560182 -2.446199
O: 1.270599 -4.285940 -1.388170
C: 1.842591 -4.219137 -0.135006
C: 2.885838 -5.032433 0.318116
C: 3.342752 -4.961050 1.610932
C: 2.694760 -4.220119 2.623507
C: 1.583384 -3.484089 2.239211
C: 1.196816 -3.415943 0.859597
N: 0.134609 -2.601334 0.614024
N: -0.552981 -2.384756 1.772217
C: -1.791309 -1.891868 1.518181
C: -2.478929 -2.297724 0.343052
O: -1.836550 -2.735526 -0.736032
C: -3.890259 -2.114127 0.393548
C: -4.531648 -1.274296 1.306890
C: -3.749236 -0.648144 2.360424
C: -4.333164 0.239864 3.299116
C: -3.634145 0.594439 4.440108
C: -2.327528 0.114448 4.621974
C: -1.688991 -0.652006 3.693785
C: -2.392733 -1.095427 2.564808
H: 2.071207 -2.515792 -2.114340
H: 1.235243 -3.632349 -3.306475
H: 2.926970 -3.945453 -2.672871
H: 3.384711 -5.735103 -0.307286
H: 4.240475 -5.546521 1.791437
H: 3.098137 -4.190534 3.629171
H: 1.011495 -3.002794 2.981929
H: -4.454166 -2.632993 -0.408305
H: -5.618271 -1.095024 1.265675
H: -5.368631 0.484256 3.110402
H: -4.108137 1.206822 5.182625
H: -1.801628 0.411910 5.521860
H: -0.654886 -0.989347 3.824937
F: -4.045547 5.561939 -3.038564
C: -4.429253 4.508574 -2.220117
F: -4.734796 5.072639 -1.008943
F: -5.634882 3.995028 -2.671924
C: -3.359696 3.461831 -2.147661
C: -3.534753 2.286563 -1.489572
C: -2.448743 1.446765 -1.260674
C: -1.166654 1.733795 -1.714585
C: -1.036479 2.868982 -2.514763
C: -2.123172 3.706194 -2.727117
P: 0.214937 0.661751 -1.251010
C: 0.725420 1.365209 0.328462
C: 1.446661 0.481487 1.172969
C: 1.453713 0.653344 2.538215
C: 0.996692 1.865977 3.123823
C: 0.444264 2.814923 2.285991
C: 0.161969 2.463217 0.956002
C: 1.294608 2.233266 4.521769
F: 1.775387 3.522897 4.544430
F: 0.257453 2.180877 5.426321
F: 2.324374 1.409428 4.990240
C: 1.543733 0.895585 -2.378531
C: 2.781721 1.349863 -2.012777
C: 3.856046 1.360888 -2.891546
C: 3.727914 0.784569 -4.141883
C: 2.454278 0.465869 -4.578551
C: 1.379137 0.527713 -3.721695
C: 4.975763 0.591379 -5.009474
F: 5.345517 -0.747962 -5.109780
F: 4.718160 1.031014 -6.313340
F: 6.058080 1.255077 -4.485504
H: -4.485162 1.988516 -1.072655
H: -2.628618 0.476260 -0.832351
H: -0.081993 3.166518 -2.900630
H: -2.009981 4.604343 -3.325196
H: 2.080019 -0.307361 0.752827
H: 2.007054 -0.047516 3.154384
H: 0.192004 3.775623 2.701445
H: -0.531721 3.123228 0.476127
H: 2.953622 1.691216 -1.017999
H: 4.801277 1.805002 -2.617595
H: 2.324098 0.200768 -5.625390
H: 0.392660 0.351013 -4.114760

Force components x, y, z for each atom (eV/Å):
-0.49 -0.93 -0.52
-0.26 0.14 -0.27
0.53 0.31 1.31
0.03 -0.55 -0.44
-0.99 0.85 -1.17
0.53 -0.20 0.68
-0.72 0.78 -0.90
2.33 -1.90 0.30
0.09 0.03 1.11
0.04 -0.89 3.19
-0.78 1.36 -3.68
2.11 -0.29 1.29
2.07 0.05 -2.34
-3.02 1.15 2.31
-2.01 -0.46 -0.97
1.19 0.34 0.82
-0.56 -1.33 -1.03
0.07 -0.01 0.95
-1.29 -0.21 -1.33
-0.17 1.14 1.25
0.65 -1.87 -2.02
0.14 0.40 0.15
-0.05 0.02 -0.25
0.69 0.07 0.45
-0.17 -0.23 -0.08
0.08 -0.25 -0.79
-0.15 0.09 0.45
-0.24 -0.10 -0.05
-0.20 0.63 0.45
0.19 0.47 0.59
0.65 -0.12 -0.15
-0.05 0.44 0.30
-0.04 0.19 0.26
0.04 -0.06 0.02
-0.47 0.26 0.07
-0.69 -1.83 1.07
-2.22 2.00 -0.62
0.80 -0.89 -1.00
1.92 0.54 0.29
0.61 0.77 -0.49
0.00 -1.28 1.24
-0.24 -0.46 -0.35
-0.72 -0.19 -0.62
0.15 0.17 0.26
0.26 0.53 -0.14
-0.19 2.72 0.27
-0.26 -1.26 1.49
0.22 0.00 -0.08
0.72 0.69 0.63
-0.11 -0.75 -1.78
-0.12 -0.89 0.10
-0.18 0.75 0.07
2.05 0.74 2.34
-0.74 -1.66 0.16
1.11 -0.26 -1.38
-1.81 1.18 -0.34
-0.07 -0.40 -1.09
1.22 0.29 0.54
0.21 -0.11 0.15
0.63 0.31 0.10
-0.08 -0.36 -0.94
-0.32 -0.15 -0.40
1.06 -0.30 -1.60
-0.88 2.09 0.32
0.63 -0.67 2.47
-1.71 -0.82 -0.99
-0.22 0.16 -0.11
-0.13 -0.20 0.48
0.36 0.02 -0.30
0.16 -0.12 0.10
-0.50 -0.02 0.09
-0.08 0.05 -0.01
-0.30 0.22 -0.20
-0.05 0.25 -0.69
0.09 0.33 0.60
0.05 -0.13 0.27
-0.14 -0.10 0.20
-0.27 -0.27 -0.11

---

[2]
Molecular formula: C38H26Br2F5N5O2SSeSiTi
Method: DFT, ωB97M-V/def2-TZVPD

Computed properties:
charge = -1
highest occupied orbital energy (spin up / spin down) = -4.55 / -4.57 eV
spin multiplicity = 2
⟨S²⟩ = 0.754
gap between HOMO and LUMO (spin up / spin down) = 6.433 / 6.458 eV

Cartesian coordinates (Å):
Ti: 0.258374 0.241086 0.205711
C: -1.596287 -0.665065 -3.891895
C: -2.336463 -1.364768 -2.788461
C: -3.540676 -2.064173 -3.057852
C: -4.216482 -2.667751 -2.045325
C: -3.709708 -2.596013 -0.727605
C: -4.329516 -3.167766 0.411689
Br: -5.937108 -4.173918 0.233969
C: -3.796223 -3.017852 1.651452
C: -2.597680 -2.300792 1.811026
Br: -1.893322 -2.100494 3.554466
C: -1.919546 -1.743197 0.753708
O: -0.787892 -1.094509 0.903267
C: -2.504499 -1.884058 -0.551341
N: -1.850904 -1.284269 -1.577231
H: -1.861939 -1.074269 -4.867811
H: -0.517290 -0.748619 -3.740423
H: -1.838055 0.400187 -3.886733
H: -3.920532 -2.092848 -4.072607
H: -5.145202 -3.188927 -2.231581
H: -4.285458 -3.442447 2.516581
C: 1.552894 -5.038911 -1.483342
N: 2.273405 -4.244939 -0.504431
C: 3.235436 -4.713192 0.375073
C: 3.650692 -3.684278 1.108460
N: 2.932714 -2.547492 0.686461
C: 2.069362 -2.908156 -0.335327
S: 0.954205 -2.049920 -1.199551
C: 3.226837 -1.242078 1.174948
C: 4.104845 -1.144732 2.250257
C: 4.596561 0.093457 2.612739
C: 4.210174 1.187774 1.879747
C: 3.245585 0.998437 0.907770
N: 2.699197 -0.185022 0.578161
H: 2.102694 -5.962373 -1.650328
H: 1.472104 -4.479708 -2.411894
H: 0.544392 -5.263294 -1.135123
H: 3.544839 -5.744676 0.398464
H: 4.412227 -3.660043 1.860922
H: 4.393423 -2.021606 2.805829
H: 5.273056 0.188167 3.454108
H: 4.582756 2.182432 2.081001
H: 2.853526 1.849165 0.377054
Se: -2.295552 1.389900 0.530589
C: -3.141059 2.781087 -0.289196
N: -3.720768 3.655754 -0.786989
F: 2.768168 2.609524 6.281414
C: 2.212215 2.384958 5.083172
C: 1.949160 3.429051 4.226052
F: 2.252912 4.676484 4.601440
C: 1.383867 3.198551 2.986699
F: 1.175441 4.244542 2.186622
C: 1.061478 1.918014 2.536600
O: 0.609574 1.706546 1.317867
C: 1.329274 0.887798 3.447375
F: 1.110378 -0.376692 3.087113
C: 1.902242 1.105263 4.681254
F: 2.182707 0.071120 5.484125
C: 4.247142 4.760110 -1.177293
C: 4.600587 3.628149 -1.903617
C: 3.649050 2.647574 -2.172654
C: 2.326884 2.765376 -1.727514
C: 1.993237 3.919376 -1.007681
C: 2.935520 4.904611 -0.733918
Si: 1.030559 1.373307 -1.995211
C: -0.056718 2.259787 -3.285070
C: -1.078756 3.126209 -2.895196
C: -1.851899 3.812357 -3.827163
C: -1.605887 3.649857 -5.184623
C: -0.582603 2.801584 -5.600487
C: 0.180335 2.118618 -4.659233
H: 4.985730 5.524362 -0.960319
H: 5.618559 3.509647 -2.261310
H: 3.939688 1.763617 -2.734787
H: 0.980619 4.040825 -0.630470
H: 2.647560 5.782428 -0.163976
H: 1.843665 0.499283 -2.917487
H: -1.296559 3.259794 -1.846420
H: -2.654687 4.454526 -3.480426
H: -2.207297 4.178977 -5.917567
H: -0.383103 2.669211 -6.659727
H: 0.971953 1.452029 -4.994895

Force components x, y, z for each atom (eV/Å):
0.03 0.75 -1.45
-0.03 -0.07 0.10
0.02 0.04 -0.09
0.00 0.07 -0.12
-0.02 0.00 0.06
0.00 0.01 -0.01
-0.04 -0.01 -0.12
0.02 0.03 -0.02
0.05 0.03 0.07
0.02 -0.14 0.19
0.00 -0.01 -0.01
0.23 0.02 -0.05
-1.25 -1.33 0.84
0.02 0.07 -0.09
0.05 -0.04 0.12
0.02 0.01 0.01
-0.09 0.01 -0.01
-0.02 -0.05 0.01
0.03 -0.01 0.04
-0.01 -0.03 0.01
0.04 0.01 0.01
0.05 0.04 0.13
0.08 -0.32 -0.15
-0.24 -0.25 -0.32
-0.08 0.40 0.02
0.05 0.18 0.25
0.17 -0.09 0.36
0.10 0.06 -0.25
0.10 -0.70 0.06
0.18 -0.09 0.12
0.11 -0.35 0.21
-0.13 0.28 -0.30
0.00 0.25 -0.11
0.18 0.33 0.14
0.00 -0.01 0.02
0.04 0.01 -0.02
-0.01 0.03 0.03
-0.05 0.07 -0.05
-0.05 0.01 -0.03
0.02 0.08 0.03
-0.03 -0.04 -0.04
-0.03 0.00 -0.04
-0.05 0.09 -0.05
-0.43 -0.15 0.24
-0.04 0.32 -0.30
0.16 -0.21 0.15
0.03 0.01 0.08
0.12 -0.01 0.16
-0.02 0.19 -0.07
-0.01 0.07 -0.01
-0.04 0.21 -0.10
-0.02 0.10 -0.08
-0.08 -0.08 -0.14
0.80 0.40 1.30
0.04 0.16 0.02
-0.19 -0.37 -0.19
-0.07 -0.04 0.03
0.00 -0.08 0.03
-0.05 -0.06 -0.02
-0.08 0.01 0.03
0.00 0.04 0.04
0.10 -0.03 0.13
0.05 0.02 0.04
0.01 -0.03 -0.02
0.34 0.40 -0.85
-0.05 0.03 -0.10
-0.01 -0.03 -0.15
0.01 -0.02 -0.02
0.03 -0.03 0.02
0.02 -0.03 0.09
-0.04 0.04 0.02
-0.03 -0.03 -0.01
-0.04 0.00 0.01
-0.02 0.06 0.03
0.07 -0.01 -0.02
0.01 -0.05 -0.03
-0.01 -0.11 0.01
-0.04 0.01 0.07
0.05 -0.05 0.00
0.03 -0.04 0.05
-0.01 0.01 0.05
-0.06 0.06 0.02

---

Molecular weight / g/mol: 938.66, 1026.44